1.
Here is a 4-piece molecular cluster, C21H21F25O6 overall in a non-equilibrium geometry from the OMol25 dataset. Energies are from ωB97M-V with the def2-TZVPD basis set.

Output
Charge: 0
SMILES: FC(F)C(F)(F)COC(F)(F)C(F)F.FC(F)C(F)(F)COC(F)(F)C(F)F.FC(F)C(F)(F)COC(F)(F)C(F)F.CCO[C@H]1C[C@H](F)OC1=O
Frontier orbital gap, eV: 10.3042
LUMO energy, Ha: 0.0134

Positions of all 73 atoms, in Å:
1 F 3.4982 -4.1794 -0.9760
2 F -6.1545 -2.6779 1.0678
3 F -6.3465 1.8397 1.0346
4 F 4.1108 4.8211 -0.9014
5 F 6.1112 4.3196 -0.2120
6 F 7.7185 2.2012 -0.0431
7 F 6.1077 2.1480 -2.0185
8 F 3.6579 -4.3975 -3.6237
9 F 1.5079 -2.1915 -1.4312
10 F -8.5100 0.7860 2.5484
11 F -7.8376 3.2890 1.7015
12 F 1.3894 -5.8782 -3.8269
13 F 5.3780 0.5978 -0.2662
14 F -4.5983 -1.2244 2.7360
15 F -0.2478 1.5254 -2.1500
16 F 2.9763 -0.7052 -0.8688
17 F 1.2700 -4.5125 -2.1273
18 F 2.4659 -3.9490 -5.3885
19 F 7.9541 0.0913 0.4673
20 F 5.5721 0.1641 1.8504
21 F 5.7877 4.1178 -2.9036
22 F -6.1725 0.2643 2.9986
23 F 2.9752 -2.9460 0.7494
24 F -5.7787 -0.6546 0.3588
25 F -9.8441 1.5303 1.0100
26 O -1.6419 1.1531 1.5804
27 O -0.7964 2.6618 -0.3984
28 O -8.3817 -0.0025 0.4486
29 O 3.3696 -1.9160 -2.6397
30 O 1.0324 3.1379 0.7879
31 O 5.2260 2.2444 1.2532
32 C 2.8329 -1.9485 -1.3761
33 C 7.3759 1.2546 0.8510
34 C 5.8594 1.0794 0.8962
35 C 4.3403 2.8564 0.3270
36 C -6.4514 -1.3662 1.2883
37 C -7.9624 -1.2072 1.0598
38 C 1.3039 -4.5725 -3.4766
39 C -5.9418 -1.0279 2.6876
40 C -1.3366 -0.8846 2.9892
41 C -7.6256 2.2371 0.8795
42 C -0.2875 1.1825 1.2238
43 C -8.5851 1.1051 1.2418
44 C 0.1405 2.4923 0.5802
45 C -1.8755 0.5612 2.8407
46 C -0.9421 1.3962 -0.9846
47 C -0.1988 0.3792 -0.0906
48 C 2.5100 -3.8181 -4.0332
49 C 4.9760 3.7875 -0.7171
50 C 3.5650 -2.9335 -0.4691
51 C 5.2383 3.1795 -2.0938
52 C 2.5628 -2.3120 -3.7342
53 H -0.9678 -1.2789 2.0570
54 H 7.7583 1.5407 1.8330
55 H 0.8352 0.5323 -0.3815
56 H 3.7039 3.4877 0.9428
57 H -1.9635 1.1303 -1.1719
58 H 1.5679 -1.8702 -3.6852
59 H 4.6139 -2.6489 -0.3610
60 H -2.1304 -1.5436 3.2968
61 H -7.7758 2.5512 -0.1555
62 H -8.2369 -1.9815 0.3460
63 H -0.5596 -0.6266 -0.0729
64 H -0.5750 -0.8893 3.7512
65 H 0.4331 0.9587 1.9986
66 H 3.6657 2.1316 -0.1271
67 H 0.3701 -4.1681 -3.8782
68 H -8.5365 -1.4268 1.9595
69 H -1.4968 1.1575 3.6652
70 H -6.4097 -1.6646 3.4436
71 H 4.3072 2.8321 -2.5507
72 H -2.9395 0.5317 2.9815
73 H 3.0393 -1.8541 -4.5988

Force components x, y, z for each atom (eV/Å):
0.083 0.132 0.104
-0.057 -0.103 0.280
-0.132 0.113 -0.097
-0.175 -0.129 -0.222
0.029 -0.021 -0.142
0.024 -0.091 0.132
-0.118 0.269 -0.206
-0.106 -0.087 -0.002
0.034 0.143 0.485
-0.243 0.329 -0.064
-0.116 -0.062 0.018
0.059 0.118 -0.041
0.215 -0.312 0.231
-0.131 -0.092 -0.097
-0.045 -0.538 -1.205
0.072 0.038 0.379
-0.112 -0.235 -0.325
-0.303 0.032 -0.040
-0.115 -0.055 0.047
0.190 -0.142 0.024
-0.065 0.001 0.118
0.280 -0.307 0.055
-0.058 0.127 -0.044
0.085 -0.036 0.112
0.020 0.210 -0.012
-0.005 0.402 0.771
-0.221 0.487 -0.601
0.481 0.314 0.308
-0.059 -0.619 0.255
5.967 4.743 1.307
0.477 -0.050 -0.499
-0.302 0.525 -0.867
0.474 0.024 0.047
-0.796 0.207 0.080
-0.649 0.132 0.365
-0.119 0.317 -0.533
-0.464 -0.530 -0.207
-0.280 -0.411 -0.021
0.306 -0.010 0.385
-0.366 0.814 0.044
0.265 0.393 -0.142
0.376 -0.833 -0.790
-0.406 -0.635 0.020
-6.553 -4.196 -0.084
-0.083 -0.938 0.408
0.592 -0.421 0.231
0.563 2.106 0.588
0.569 0.169 0.215
0.282 0.015 0.585
0.295 -0.247 0.346
0.068 0.090 -0.472
0.017 0.531 -0.516
0.318 -0.070 -0.271
-0.088 -0.038 0.033
0.344 -0.976 -0.426
0.079 0.124 -0.001
-0.570 0.285 -0.263
-0.083 -0.197 0.124
-0.036 0.105 -0.032
-0.308 -0.242 0.216
-0.083 -0.053 0.008
0.141 0.020 -0.112
-0.118 -0.447 -0.109
0.464 -0.316 0.085
-0.098 -0.484 0.373
0.160 -0.042 -0.193
0.047 0.052 -0.001
0.176 0.121 0.147
0.346 0.428 -0.023
-0.033 -0.029 -0.072
-0.016 0.000 0.076
-0.524 0.197 -0.253
0.140 -0.119 -0.015

***

2.
Here is one molecule with the formula C21H21F2N3O5S in a non-equilibrium geometry from the OMol25 dataset. Energies are from ωB97M-V with the def2-TZVPD basis set.

Output
Charge: 0
Energy relative to the best compared isomer or geometry (same formula, charge and spin), kcal/mol: 1.9
SMILES: CCOc1ccc(N(CC(=O)Nc2ccc(F)c(F)c2)S(=O)(=O)c2c(C)noc2C)cc1
Frontier orbital gap, eV: 8.9226
LUMO energy, Ha: 0.0167

Positions of all 53 atoms, in Å:
1 S 0.2676 -0.1572 2.2917
2 F -1.8738 -5.5974 -0.5286
3 F -4.4961 -5.6901 -1.3444
4 O -0.5826 -0.3496 3.4268
5 O 0.6423 -1.3238 1.5361
6 O -4.0120 0.4793 0.6610
7 O 3.7576 1.1822 3.4825
8 O 1.3032 1.5408 -3.9497
9 N -0.5079 0.9447 1.2843
10 N 2.9678 2.2187 3.8632
11 N -2.3304 -1.0660 0.7360
12 C 3.0179 0.2442 2.8835
13 C 3.6576 -0.9896 2.3807
14 C -3.9809 -4.5549 -0.8385
15 C -0.9139 1.3572 -1.1007
16 C -1.9052 1.1649 1.5713
17 C 1.7141 0.6733 2.8576
18 C -2.6545 -4.5085 -0.4254
19 C -4.2555 -2.2562 -0.2113
20 C -2.8756 0.1609 0.9304
21 C -2.9271 -2.2088 0.2036
22 C -0.4264 1.5079 -2.3805
23 C -4.7753 -3.4279 -0.7294
24 C 1.7447 1.9403 3.5101
25 C 2.7826 1.6343 -5.7989
26 C 2.6687 1.4133 -4.2989
27 C -2.1253 -3.3444 0.0932
28 C -0.0486 1.0804 -0.0417
29 C 1.3073 0.9594 -0.3141
30 C 0.9357 1.3778 -2.6552
31 C 1.7982 1.0986 -1.6009
32 C 0.5942 2.8319 3.7674
33 H 1.9976 0.7445 0.4828
34 H 2.9155 -1.5918 1.8637
35 H -0.1866 2.2730 4.2797
36 H 3.0330 0.4112 -4.0340
37 H 0.9127 3.6718 4.3773
38 H 2.4169 2.6243 -6.0565
39 H -5.8022 -3.4804 -1.0532
40 H -1.0939 -3.3234 0.4112
41 H 3.2668 2.1603 -3.7586
42 H -2.1984 2.1752 1.2735
43 H 2.8587 0.9896 -1.7615
44 H 2.1859 0.8968 -6.3282
45 H -1.0960 1.7236 -3.1973
46 H 3.8198 1.5443 -6.1084
47 H 4.0734 -1.5564 3.2124
48 H -1.3668 -1.2081 1.0153
49 H 4.4754 -0.7391 1.7067
50 H -1.9743 1.4578 -0.9404
51 H 0.1910 3.1982 2.8247
52 H -4.8732 -1.3786 -0.1245
53 H -2.0235 1.0715 2.6541

Force components x, y, z for each atom (eV/Å):
0.560 0.304 0.372
-0.185 0.091 -0.025
0.168 0.039 0.064
-0.107 0.247 0.038
0.136 0.210 -0.069
-0.240 0.177 -0.004
0.187 -1.042 -0.477
-0.190 0.029 -0.053
0.335 -0.707 0.995
-0.753 1.120 0.451
0.273 0.075 0.178
-0.763 -0.042 -0.206
0.164 0.083 0.079
-0.032 0.080 0.011
0.032 -0.017 0.239
-0.483 0.099 0.319
0.185 -0.376 -0.149
-0.101 0.073 -0.009
-0.012 0.215 0.067
0.397 -0.024 0.072
-0.353 -0.400 -0.243
0.286 -0.009 -0.163
0.316 -0.341 -0.014
0.303 -0.282 -0.110
-0.155 -0.047 0.428
0.334 -0.009 -0.186
-0.175 -0.049 -0.065
0.593 0.132 -0.714
-0.159 0.053 -0.153
-0.216 -0.002 0.239
0.084 0.022 -0.237
0.068 0.198 0.104
0.132 0.046 -0.070
0.078 -0.017 -0.001
-0.075 0.044 0.060
-0.040 0.119 0.046
-0.053 0.062 0.033
-0.001 0.096 -0.058
-0.105 -0.033 -0.043
0.135 -0.057 0.018
-0.071 -0.117 0.007
0.031 -0.166 -0.035
0.096 -0.003 -0.052
-0.024 -0.071 -0.086
-0.097 0.027 -0.093
0.102 -0.005 -0.052
0.016 -0.060 0.026
-0.274 -0.009 -0.214
0.036 -0.009 -0.056
-0.145 0.046 -0.002
-0.047 0.054 -0.030
-0.009 -0.003 -0.001
-0.179 0.152 -0.176

***

3.
Here is one molecule with the formula C21H21F2NO5 in a non-equilibrium geometry from the OMol25 dataset. Energies are from ωB97M-V with the def2-TZVPD basis set.

Output
Charge: 0
SMILES: COc1cc(/C=C/C(=O)OCC(=O)NCCc2ccccc2)ccc1OC(F)F
Frontier orbital gap, eV: 8.4797
LUMO energy, Ha: -0.0147

Positions of all 50 atoms, in Å:
1 F 5.6008 -4.8744 -2.1681
2 F 4.0526 -5.9383 -3.2045
3 O -0.3574 4.7631 2.3059
4 O 4.8603 -3.7152 0.4854
5 O -0.6544 1.4192 -0.6751
6 O 3.9029 -5.7371 -0.9745
7 O 1.0807 2.4936 0.2743
8 N -1.5660 3.0289 1.4941
9 C 3.6921 -3.4762 -0.1488
10 C -4.0178 3.2028 -0.5269
11 C 1.9915 -4.3961 -1.6152
12 C -2.6053 3.0693 2.4952
13 C 5.4312 -2.6899 1.2641
14 C 0.3790 3.7309 0.2554
15 C 0.9923 -0.9204 -0.7269
16 C 1.2778 -3.2149 -1.5342
17 C -3.8989 3.6843 1.9355
18 C 3.1825 -4.5290 -0.9295
19 C -4.4292 2.4286 -1.5970
20 C 4.7205 -5.8936 -2.0168
21 C -0.5523 3.9077 1.4700
22 C -4.3984 2.8794 0.7696
23 C 1.7612 -2.1481 -0.7762
24 C -5.2001 1.7635 0.9735
25 C 0.4793 1.4142 -0.2422
26 C 2.9685 -2.2941 -0.0867
27 C -5.2288 1.3194 -1.3831
28 C -5.6158 0.9899 -0.0952
29 C 1.3744 0.2552 -0.2104
30 H 5.6608 -1.8083 0.6581
31 H -2.2324 3.6745 3.3243
32 H 1.1436 4.5086 0.2855
33 H -5.5515 0.7144 -2.2174
34 H -5.5038 1.5027 1.9778
35 H -1.7033 2.4090 0.7035
36 H -3.3989 4.0726 -0.6982
37 H -4.6440 3.7041 2.7322
38 H -4.1244 2.6910 -2.5992
39 H -6.2426 0.1270 0.0772
40 H 4.7774 -2.4068 2.0948
41 H 2.3380 0.4339 0.2383
42 H 0.0057 -0.9626 -1.1731
43 H 5.2828 -6.8328 -1.9040
44 H -3.6915 4.7101 1.6267
45 H -2.7984 2.0501 2.8423
46 H 0.3474 -3.1131 -2.0704
47 H 3.3333 -1.4733 0.5070
48 H 1.6331 -5.2218 -2.2098
49 H 6.3564 -3.1056 1.6588
50 H -0.2111 3.8035 -0.6659

Force components x, y, z for each atom (eV/Å):
0.043 0.209 0.232
-0.291 -0.055 -0.015
0.099 0.395 0.215
-0.203 -0.237 -0.198
0.159 0.036 -0.034
-0.785 0.606 0.620
0.292 -0.176 0.149
-0.436 -0.380 -0.012
-0.085 -0.173 -0.104
-0.044 0.022 0.015
0.314 -0.207 0.173
-0.072 0.243 0.211
0.090 0.182 0.138
-0.292 0.484 -0.037
-0.155 0.794 0.145
0.050 0.349 0.176
0.207 -0.187 0.070
0.137 -0.004 -0.089
0.012 -0.030 -0.101
1.047 -0.731 -0.897
0.389 -0.292 -0.517
-0.064 0.177 0.064
0.254 -0.650 -0.112
0.008 0.002 -0.016
-0.435 -0.053 -0.221
0.092 -0.094 0.029
-0.025 -0.047 -0.098
-0.040 -0.101 0.023
0.019 -0.444 -0.108
-0.025 -0.020 0.019
-0.055 -0.153 -0.034
-0.180 -0.131 0.048
-0.028 -0.045 -0.067
-0.039 -0.019 0.110
0.208 0.138 0.033
0.053 0.089 -0.004
-0.033 0.058 0.001
0.027 0.019 -0.085
-0.051 -0.064 0.010
0.021 0.005 -0.039
0.151 -0.093 0.032
-0.085 0.045 -0.017
-0.258 0.319 0.070
-0.026 0.025 0.051
-0.005 0.092 0.044
-0.116 0.028 -0.047
0.089 0.063 0.101
0.005 -0.084 -0.024
-0.062 0.076 -0.003
0.125 0.013 0.100

***

Which formula does entry 3 have? C21H21F2NO5

***

Among the records above, which one has the highest LUMO energy? C21H21F2N3O5S